[1]
Here is a molecular structure, C17H14BrClNOsS from OMol25. Energies are from ωB97M-V/def2-TZVPD.

Each line ends with the Löwdin spin population.
Atoms and positions in Å:
1 Os 0.14502 0.71976 -1.23495  2.681
2 C -1.58905 0.74125 1.54074  0.018
3 C -0.16330 0.40004 1.83502  0.028
4 C 0.29722 0.26632 3.15780  -0.002
5 C 1.60753 -0.03192 3.39667  0.020
6 C 2.49449 -0.24178 2.31874  0.000
7 C 3.85759 -0.57948 2.48563  0.034
8 C 4.64803 -0.79698 1.39273  -0.004
9 C 4.11547 -0.70353 0.09331  0.040
10 C 2.79672 -0.37204 -0.09873  0.025
11 S 2.08908 -0.33186 -1.71288  0.294
12 C 1.97273 -0.11904 1.01929  0.016
13 N 0.66340 0.23370 0.80950  0.057
14 H -2.20058 0.67183 2.43700  0.001
15 H -1.99949 0.05801 0.79181  0.007
16 H -1.66013 1.75971 1.15199  0.004
17 H -0.40160 0.41345 3.96817  0.000
18 H 1.97736 -0.12045 4.41053  0.001
19 H 4.25781 -0.66313 3.48726  0.002
20 H 5.69110 -1.05360 1.51319  -0.001
21 H 4.74968 -0.90176 -0.76065  0.001
22 Cl -5.30848 -1.15830 -0.45753  0.029
23 C -3.89057 -0.68279 -1.30734  0.076
24 C -3.77332 0.63175 -1.75272  0.010
25 C -2.63067 1.02592 -2.41532  0.072
26 C -1.58775 0.10409 -2.66693  0.044
27 C -0.30099 0.50529 -3.26555  0.078
28 C -1.73938 -1.22891 -2.20050  0.076
29 C -2.88149 -1.61785 -1.52802  0.015
30 H -4.57754 1.33045 -1.57106  -0.001
31 H -2.52641 2.04724 -2.75817  0.002
32 H -0.29126 1.45210 -3.79820  0.014
33 H 0.22380 -0.28713 -3.78869  0.006
34 H -0.96186 -1.95427 -2.40962  0.004
35 H -3.00526 -2.63545 -1.18588  -0.001
36 Br -0.09791 3.11938 -0.89662  0.356

Atomic forces in eV per Å
-0.1 0.4 0.4
0.0 0.0 0.0
0.0 0.0 0.0
0.0 0.0 0.0
0.0 0.0 0.0
0.0 0.0 0.0
0.0 0.0 0.0
0.0 0.0 0.0
0.0 0.0 0.0
0.0 0.0 0.0
0.2 -0.2 -0.1
0.1 0.0 0.1
0.1 -0.1 -0.1
0.0 0.0 0.0
0.0 0.0 0.0
0.0 0.0 0.0
0.0 0.0 0.0
0.0 0.0 0.0
0.0 0.0 0.0
0.0 0.0 0.0
0.0 0.0 0.0
0.1 0.0 0.0
-0.1 0.0 0.0
0.0 0.0 0.0
0.0 0.0 0.0
0.2 -0.1 0.0
-0.2 -0.1 -0.1
-0.1 0.0 0.0
0.0 0.1 0.0
0.0 0.0 0.0
0.0 0.0 0.0
0.0 0.0 0.0
0.0 0.0 0.0
0.0 0.0 0.0
0.0 0.0 0.0
-0.1 -0.1 0.0

Computed properties:
<S²>: 6.032
E_LUMO (alpha / beta), eV: -3.9 / -5.5
Total charge: +1
2S+1: 5

=====

[2]
Here is C17H14BrIN2O7S in the gas phase at a distorted geometry from OMol25. Energies are from ωB97M-V/def2-TZVPD.

Each line ends with the natural charge from an NBO analysis.
Atoms and positions in Å:
1 C 3.16805 0.26723 1.30069  -0.619
2 C 3.35797 1.80904 1.06258  -0.446
3 C 3.01985 2.28989 -0.36628  -0.066
4 O 1.66729 2.72624 -0.55358  -0.508
5 C 0.79278 1.66728 -0.44651  0.342
6 C 0.82175 0.83635 -1.61764  -0.161
7 C 0.03140 -0.27632 -1.72943  -0.066
8 C 0.13689 -1.02718 -3.05892  0.707
9 O 0.92115 -1.98242 -3.22048  -0.725
10 O -0.61030 -0.58290 -3.95286  -0.694
11 C -0.79235 -0.61624 -0.62250  0.009
12 C -1.60161 -1.80112 -0.68318  0.024
13 C -1.66690 -2.80944 -1.83238  -0.586
14 C -2.53803 -2.28942 -3.02697  0.570
15 O -2.38179 -2.71631 -4.11778  -0.454
16 Br -3.93807 -0.93886 -2.64258  -0.070
17 C -2.42542 -2.11174 0.38217  0.327
18 N -3.29787 -3.26018 0.37139  -0.467
19 C -2.66442 -4.21758 0.81919  0.216
20 S -1.75753 -5.48506 0.94812  0.174
21 N -2.42849 -1.31642 1.49021  -0.071
22 O -3.27801 -1.72933 2.49023  -0.477
23 C -1.67065 -0.20924 1.62946  0.095
24 I -1.94655 0.65583 3.55268  0.260
25 C -0.82356 0.22477 0.57510  -0.011
26 C -0.01228 1.43891 0.65524  -0.134
27 C 0.00573 2.44047 1.82308  -0.099
28 O 0.76258 3.61178 1.67314  -0.262
29 O -0.01117 4.43837 0.82935  -0.458
30 H 2.33519 0.12507 2.01722  0.192
31 H 4.06503 -0.13377 1.79851  0.216
32 H 2.91713 -0.27039 0.37357  0.218
33 H 2.82198 2.34870 1.85531  0.219
34 H 4.43438 2.02015 1.21084  0.215
35 H 3.65639 3.15698 -0.61290  0.201
36 H 3.31141 1.50022 -1.08997  0.177
37 H 1.48309 1.08716 -2.45316  0.253
38 H -0.64359 -3.05081 -2.17941  0.326
39 H -2.12186 -3.77122 -1.55872  0.258
40 H -2.67743 -2.10886 3.15855  0.487
41 H -1.03619 2.77548 1.98774  0.204
42 H 0.40734 1.92894 2.71475  0.209
43 H 0.20668 5.35594 1.04614  0.476

Atomic forces in eV per Å
-0.4 0.7 0.5
0.5 -0.8 -0.1
0.8 0.4 0.3
0.0 -0.6 0.4
0.4 -0.2 -1.0
-0.6 -0.2 0.7
0.7 0.2 0.2
-0.3 -0.7 -2.1
0.3 0.2 1.5
-0.3 0.8 1.0
-0.3 -0.4 0.1
-0.7 -0.8 0.7
-0.1 1.0 -0.2
1.4 -0.9 -0.9
-0.9 0.2 0.9
0.3 -0.3 0.1
0.1 0.4 -1.0
1.1 0.6 1.5
0.2 -1.0 -1.5
-0.6 0.5 0.6
0.0 -0.1 -0.3
0.4 0.0 0.1
-0.2 0.3 0.2
0.0 -0.3 -0.4
-0.2 0.3 0.3
0.5 -0.1 -1.0
-0.8 -0.4 0.0
0.5 -0.1 0.6
-0.9 0.2 -1.0
0.3 -0.2 -0.4
-0.3 -0.1 -0.4
0.3 0.1 0.4
0.2 0.2 -0.5
-0.5 0.1 -0.1
-0.5 -0.2 0.1
-0.4 0.2 0.3
-0.3 0.1 0.4
-0.5 0.4 -0.3
0.0 0.5 0.1
-0.3 0.0 0.1
0.5 -0.3 0.2
-0.1 0.5 -0.3
0.4 -0.3 0.5

Computed properties:
E_LUMO, eV: -1.7
Total charge: 0

=====

[3]
Here is a molecular structure, C17H14BrNO3SYb at a distorted geometry from OMol25. Energies are from ωB97M-V/def2-TZVPD.

Each line ends with the Löwdin spin population.
Atoms and positions in Å:
1 C 0.93273 -2.16397 -0.36911  0.000
2 C 1.90190 -1.11544 -0.37119  0.000
3 C 2.14392 -0.72626 0.97168  0.000
4 H 2.43462 -0.74462 -1.24072  0.000
5 C 1.32539 -1.52482 1.81819  0.000
6 C 0.56488 -2.41032 0.99295  0.000
7 H -0.10139 -3.19726 1.34302  0.000
8 H 0.55426 -2.66854 -1.25555  0.000
9 H 2.89298 -0.00213 1.29025  0.000
10 H 1.35550 -1.52497 2.90821  0.000
11 Yb -0.86267 -0.31578 -0.25195  0.004
12 Br -1.91851 -0.83609 -2.59038  0.075
13 C -4.38528 -2.98209 -0.97617  0.060
14 C -4.00976 -4.11712 -0.20300  0.219
15 C -3.14116 -4.93025 -1.00762  0.215
16 H -4.34014 -4.34733 0.80959  0.010
17 C -2.99133 -4.29015 -2.27112  0.056
18 C -3.77963 -3.10033 -2.26254  0.346
19 H -3.91870 -2.42406 -3.10026  0.007
20 H -5.03108 -2.16716 -0.66033  -0.003
21 H -2.69586 -5.87965 -0.71062  0.010
22 H -2.38755 -4.63740 -3.10564  -0.003
23 O 0.25117 1.97594 2.95420  0.000
24 S -0.26715 2.74883 1.84268  0.000
25 O -1.47165 3.51600 2.02709  0.000
26 N -0.37780 1.79951 0.48578  0.000
27 C 0.55161 1.99133 -0.48806  0.000
28 O 0.66307 1.15415 -1.44393  0.002
29 C 1.41747 3.14512 -0.14827  0.000
30 C 2.64521 3.47457 -0.73682  0.000
31 C 3.48461 4.39004 -0.08487  0.000
32 C 3.07197 5.03640 1.09530  0.000
33 C 1.85008 4.67285 1.67816  0.000
34 C 1.06348 3.68664 1.07871  0.000
35 H 2.92198 2.99040 -1.67908  0.000
36 H 4.46862 4.60554 -0.49104  0.000
37 H 3.70590 5.80277 1.55706  0.000
38 H 1.47827 5.11564 2.59538  0.000

Atomic forces in eV per Å
0.5 0.2 0.3
-0.1 -0.7 0.5
-0.4 -0.5 -0.2
-0.3 0.0 0.1
-0.1 0.0 -0.6
0.3 0.4 0.0
0.1 0.2 -0.1
0.1 0.0 0.2
-0.3 -0.1 0.0
-0.2 0.1 -0.3
1.2 -1.0 0.7
-0.4 0.1 -1.0
0.1 -1.3 1.5
-1.1 2.2 -0.8
0.7 0.5 -2.5
0.1 0.1 -0.3
0.1 -1.4 1.5
0.0 -0.3 0.2
-0.1 -0.4 0.3
0.2 -0.2 0.0
-0.1 0.4 -0.1
-0.2 0.1 0.3
-0.4 0.8 -0.6
0.7 -0.9 -1.8
0.3 0.0 0.1
-0.5 0.6 0.7
-0.7 -1.7 -0.4
-0.2 2.6 1.7
1.1 -0.1 0.1
-0.2 0.2 0.2
-0.5 0.0 0.0
-0.4 -0.4 -0.2
-0.2 -0.1 -0.2
0.9 0.8 0.5
0.0 0.2 0.4
-0.2 0.0 0.0
-0.3 -0.4 -0.2
0.3 0.0 0.1

Computed properties:
<S²>: 0.762
E_LUMO (alpha / beta), eV: 2.4 / 1.1
Total charge: -1
2S+1: 2

=====

| no. | M (g mol⁻¹) | electronic energy (eV) |
| --- | --- | --- |
| 1 | 569.960 | -115207.9132 |
| 2 | 597.181 | -124138.6837 |
| 3 | 565.314 | -137897.5520 |